(1)
The following is a DFT calculation (wB97M-V/def2-TZVPD) of a structure of composition H26O13.

CARTESIAN COORDINATES (ANGSTROEM)
1 H -0.076 -0.159 0.486
2 H 0.420 0.408 1.804
3 H -3.378 -2.355 -1.900
4 H -2.690 -3.575 -1.312
5 H 0.883 -1.836 -1.291
6 H -0.612 -1.541 -1.439
7 H -1.535 -2.942 1.857
8 H -2.609 -2.137 1.411
9 H 3.482 -0.035 -0.749
10 H 2.792 -1.274 -0.852
11 H 0.417 -1.859 4.051
12 H 0.982 -0.499 3.731
13 H 1.703 1.505 2.415
14 H 2.677 2.651 2.032
15 H 1.137 2.634 -0.821
16 H 0.780 4.092 -1.324
17 H 0.925 0.572 -3.152
18 H 0.666 1.804 -3.947
19 H -4.761 1.338 0.900
20 H -3.927 2.544 0.552
21 H 4.994 -2.404 -1.151
22 H 3.692 -2.830 -0.544
23 H -1.184 3.415 -0.530
24 H -1.113 3.739 0.821
25 H -3.133 0.360 -1.869
26 H -4.370 0.480 -1.028
27 O 0.619 -0.228 1.093
28 O -2.446 -2.720 -1.663
29 O 0.136 -2.144 -1.825
30 O -2.543 -2.884 2.013
31 O 3.348 -0.775 -1.370
32 O 0.239 -0.910 4.088
33 O 2.553 1.977 2.609
34 O 0.962 3.561 -0.542
35 O 1.117 1.533 -3.164
36 O -3.940 1.589 0.401
37 O 4.614 -2.628 -0.320
38 O -0.546 3.561 0.149
39 O -3.632 -0.195 -1.239

The net charge is 0. The highest occupied orbital energy is -7.8 eV. For the HOMO-LUMO gap, the calculation gives 0.273 Ha.

Atomic partial charges in e from the Mulliken method, atoms 1 to 4:
1 H 0.180
2 H 0.282
3 H 0.310
4 H 0.282



(2)
The following is a DFT calculation (wB97M-V/def2-TZVPD) of a structure of composition FeH12O6.

CARTESIAN COORDINATES (ANGSTROEM)
1 Fe 11.260 13.256 -9.453
2 O 12.377 12.107 -8.169
3 H 12.810 12.546 -7.417
4 H 12.531 11.156 -8.047
5 O 10.822 11.748 -10.622
6 H 11.305 11.292 -11.330
7 H 10.070 11.119 -10.646
8 O 10.674 14.674 -10.774
9 H 10.994 15.550 -11.057
10 H 10.036 14.490 -11.423
11 O 13.059 13.713 -10.219
12 H 13.315 14.317 -10.923
13 H 13.883 13.202 -9.945
14 O 9.379 13.211 -8.794
15 H 8.889 12.377 -8.552
16 H 8.695 13.892 -8.861
17 O 11.707 14.872 -8.259
18 H 12.385 15.594 -8.378
19 H 11.172 15.156 -7.541

The net charge is +3. Its spin multiplicity is 6. The highest occupied orbital energy (spin up / spin down) is -26.1 / -25.9 eV. For the HOMO-LUMO gap (spin up / spin down), the calculation gives 0.539 / 0.362 Ha.

Atomic partial charges in e from the Mulliken method, atoms 1 to 4:
1 Fe 0.868
2 O -0.379
3 H 0.361
4 H 0.338



(3)
The following is a DFT calculation (wB97M-V/def2-TZVPD) of the molecule H2O3Si.

CARTESIAN COORDINATES (ANGSTROEM)
1 O -2.049 -0.319 -0.378
2 O -1.473 0.864 0.377
3 O 1.391 0.588 -0.252
4 Si -0.195 -0.016 0.014
5 H 2.184 0.165 -0.612
6 H 0.142 -1.282 0.851

The net charge is 0. The highest occupied orbital energy is -10.0 eV. For the HOMO-LUMO gap, the calculation gives 0.344 Ha.

Atomic partial charges in e from the Mulliken method, atoms 1 to 4:
1 O -0.362
2 O -0.172
3 O -0.526
4 Si 0.743



(4)
The following is a DFT calculation (wB97M-V/def2-TZVPD) of the molecule C5H9N3O.

CARTESIAN COORDINATES (ANGSTROEM)
1 C 0.509 -0.598 -0.040
2 C -1.133 -0.763 0.346
3 C 0.032 0.501 -0.800
4 N -0.118 0.815 -2.081
5 N 1.922 1.710 0.188
6 C 0.712 1.005 0.397
7 C -1.567 -0.743 1.612
8 O -1.834 -1.303 -0.695
9 N 1.279 -1.636 -0.264
10 H -2.464 -1.956 -0.362
11 H -0.188 0.066 -2.755
12 H -0.412 1.743 -2.344
13 H 1.700 -1.945 0.612
14 H 2.560 1.214 -0.425
15 H 2.310 2.088 1.041
16 H 0.170 1.323 1.279
17 H -0.943 -0.373 2.413
18 H -2.536 -1.149 1.880

The net charge is 0. The highest occupied orbital energy (spin up / spin down) is -7.1 / -7.1 eV. For the HOMO-LUMO gap (spin up / spin down), the calculation gives 0.277 / 0.277 Ha.

Atomic partial charges in e from the Mulliken method, atoms 1 to 4:
1 C 0.544
2 C 0.727
3 C 0.017
4 N -0.323



(5)
The following is a DFT calculation (wB97M-V/def2-TZVPD) of the molecule CN2O2S2.

CARTESIAN COORDINATES (ANGSTROEM)
1 C -0.809 0.571 1.303
2 N -1.302 0.847 0.224
3 N 0.679 -0.555 -1.009
4 O 1.289 -0.790 -2.007
5 O 0.700 -1.093 0.059
6 S -0.116 0.140 2.593
7 S -0.441 0.879 -1.162

The net charge is 0. The highest occupied orbital energy is -9.5 eV. For the HOMO-LUMO gap, the calculation gives 0.335 Ha.

Atomic partial charges in e from the Mulliken method, atoms 1 to 4:
1 C 0.629
2 N -0.328
3 N 0.934
4 O -0.557



For each record above, in turn, the calculated F_max values are 0.260; 0.053; 0.064; 0.021; 0.027 Eh/bohr.
For each record above, in turn, the calculated E values are -27032.6556; -46836.0846; -14050.0905; -11843.2813; -29778.3418 eV.
For each record above, in turn, the calculated energy above the lowest of the compared OMol25 structures with the same formula, charge and spin values are 214.3; 8.3; 101.5; 141.3; 15.7 kcal per mole.